--- i ---
Entry from OMol25: 5 unconnected molecules or ions with the total composition C2H12O5 (the ωB97M-V functional and the def2-TZVPD basis).

Each line ends with the Mulliken charge.
Positions of all 19 atoms, in Å:
C 3.328 0.921 -0.735  -0.878
C 2.026 0.825 -0.481  0.198
O 1.500 -0.238 0.193  -0.476
H 3.601 1.650 -1.476  0.271
H 4.079 0.647 -0.015  0.250
H 1.247 1.440 -0.919  0.324
H 0.588 -0.050 0.452  0.297
O -0.567 1.596 1.688  -0.588
H -0.677 1.914 2.594  0.284
H -1.477 1.545 1.370  0.325
O -1.330 0.851 -1.337  -0.606
H -0.722 0.196 -1.700  0.316
H -1.785 0.333 -0.650  0.321
O -2.812 -0.533 0.684  -0.698
H -3.321 -1.205 0.213  0.311
H -2.088 -1.058 1.052  0.343
O -0.727 -2.925 -0.329  -0.616
H -0.373 -3.065 -1.210  0.306
H -0.021 -2.910 0.323  0.317

**Total charge**: 0
**SMILES**: C=CO.O.O.O.O

--- ii ---
Entry from OMol25: 5 unconnected molecules or ions with the total composition C2H12O5 (the ωB97M-V functional and the def2-TZVPD basis).

Each line ends with the Mulliken charge.
Positions of all 19 atoms, in Å:
C -1.906 -0.660 1.402  -0.854
C -0.733 -1.376 1.956  0.215
O 0.358 -1.462 1.425  -0.597
H -2.715 -1.394 1.234  0.285
H -1.807 -0.325 0.367  0.198
H -2.261 0.155 2.017  0.300
H -0.844 -2.105 2.789  0.366
O 1.820 2.158 1.247  -0.617
H 1.312 2.714 0.677  0.316
H 2.397 1.643 0.683  0.304
O 1.253 -0.586 -1.054  -0.708
H 2.069 -1.084 -1.101  0.292
H 0.919 -0.665 -0.119  0.485
O 1.389 1.969 -1.492  -0.648
H 0.630 2.498 -1.705  0.287
H 1.233 1.020 -1.732  0.349
O -1.393 -0.971 -2.063  -0.674
H -0.504 -1.050 -1.653  0.405
H -1.217 -0.478 -2.879  0.296

**Total charge**: 0
**SMILES**: CC=O.O.O.O.O

Which one is the most stable? From the structures above, ii.